Entry 1:
{
  "formula": "C4H21NO6",
  "method": "the ωB97M-V functional and the def2-TZVPD basis",
  "elements": ["C", "O", "C", "C", "C", "N", "H", "H", "H", "H", "H", "H", "H", "H", "H", "H", "H", "O", "H", "H", "O", "H", "H", "O", "H", "H", "O", "H", "H", "O", "H", "H"],
  "xyz": [[-3.667, 3.809, 2.178], [-3.091, 3.574, 0.901], [-3.181, 2.245, 0.491], [-2.190, 1.389, 1.312], [-0.714, 1.778, 1.168], [-2.233, -0.001, 0.771], [-4.644, 3.328, 2.233], [-3.745, 4.872, 2.408], [-3.022, 3.457, 2.983], [-4.188, 1.849, 0.627], [-2.996, 2.213, -0.583], [-2.452, 1.343, 2.369], [-0.552, 2.772, 1.584], [-0.311, 1.797, 0.155], [-0.119, 1.157, 1.837], [-1.752, -0.615, 1.413], [-1.571, -0.086, 0.013], [5.370, -2.403, -2.078], [5.396, -3.282, -2.458], [5.957, -1.886, -2.630], [-2.518, -4.337, -3.259], [-3.005, -3.906, -2.557], [-2.949, -4.048, -4.064], [5.539, -3.872, 1.466], [5.050, -3.169, 1.894], [5.432, -3.704, 0.530], [1.386, -2.098, -1.822], [2.235, -2.443, -1.545], [0.801, -2.856, -1.805], [3.810, 1.347, -1.398], [4.121, 0.490, -1.690], [3.801, 1.287, -0.443]],
  "forces_ev_per_angstrom": [[0.415, -0.065, 0.026], [-0.375, 1.319, 0.238], [0.581, -0.556, 0.884], [1.204, -1.484, -1.963], [-0.231, 1.601, 1.315], [-0.584, -0.461, 0.331], [-0.141, 0.033, 0.181], [-0.174, 0.108, -0.685], [0.027, -0.493, 0.090], [-0.242, -0.104, 0.165], [0.401, -0.050, 0.045], [-0.208, 0.139, -0.105], [0.033, 0.374, -0.163], [-0.263, -0.309, -0.048], [0.079, -0.390, -0.324], [-0.334, -0.159, 0.680], [-0.162, 0.481, -0.689], [-0.216, 0.039, 0.321], [-0.019, -0.245, -0.145], [0.182, 0.174, -0.119], [0.214, -0.148, 0.043], [-0.120, 0.106, 0.215], [-0.073, 0.058, -0.232], [0.082, -0.220, 0.120], [-0.100, 0.165, 0.138], [0.036, 0.114, -0.301], [-0.059, 0.230, 0.007], [0.292, -0.030, 0.035], [-0.227, -0.199, -0.059], [0.005, 0.221, -0.119], [0.011, -0.270, -0.116], [-0.032, 0.020, 0.235]],
  "smiles": "COC[C@H](C)N.O.O.O.O.O",
  "charge": 0
}

Entry 2:
{
  "formula": "C4H22N2O5S2",
  "method": "the ωB97M-V functional and the def2-TZVPD basis",
  "elements": ["C", "N", "C", "C", "N", "C", "S", "S", "H", "H", "H", "H", "H", "H", "H", "H", "H", "H", "H", "H", "O", "H", "H", "O", "H", "H", "O", "H", "H", "O", "H", "H", "O", "H", "H"],
  "xyz": [[-1.798, 1.679, 1.668], [-0.341, 1.421, 1.787], [0.406, 1.835, 0.562], [0.784, 0.562, -0.262], [1.828, 0.981, -1.187], [-0.481, -0.045, -0.915], [-0.053, -1.457, -1.950], [-1.745, -2.178, -2.741], [-2.165, 1.311, 0.764], [-2.336, 1.165, 2.517], [-2.050, 2.707, 1.754], [0.064, 1.921, 2.594], [1.293, 2.339, 0.814], [-0.125, 2.531, -0.064], [1.261, -0.198, 0.482], [1.473, 1.119, -2.163], [2.598, 0.267, -1.256], [-1.019, 0.772, -1.505], [-1.153, -0.378, -0.126], [-2.046, -1.373, -3.808], [-0.116, -1.363, 2.193], [-0.094, -1.421, 3.152], [-0.110, -0.403, 1.974], [-0.964, 2.674, -2.914], [-0.213, 2.437, -2.413], [-0.639, 3.224, -3.576], [3.379, -1.514, -0.917], [2.956, -1.848, -0.154], [3.428, -2.265, -1.510], [-2.649, -1.943, 1.446], [-2.610, -2.625, 0.733], [-1.708, -1.742, 1.610], [2.024, -2.614, 1.139], [1.634, -3.455, 0.803], [1.288, -2.124, 1.470]],
  "forces_ev_per_angstrom": [[0.567, -0.791, 2.904], [0.046, 0.751, -0.352], [-0.853, -2.188, 0.329], [0.823, -0.197, 0.894], [0.619, -0.591, -1.600], [-0.534, 1.254, -0.010], [1.080, 0.256, -0.212], [-1.149, -0.123, -0.289], [-0.524, -0.710, -1.417], [0.514, 0.318, -0.943], [-0.106, 1.181, -0.092], [-0.574, -0.335, -0.571], [1.345, 0.370, 0.500], [-0.700, 0.312, -0.279], [-0.826, 1.305, -1.382], [0.393, -0.350, 1.221], [-1.138, 0.798, 0.052], [0.658, -1.223, 0.579], [-0.180, -0.026, -0.073], [0.483, -0.102, 0.455], [0.191, -0.149, 0.004], [-0.037, 0.005, 0.112], [-0.108, 0.591, 0.295], [-1.991, -1.092, 0.960], [1.288, -0.353, 0.921], [0.772, 1.581, -1.919], [1.201, 0.832, -1.824], [-0.995, -0.807, 1.846], [0.041, -0.004, -0.199], [0.134, -0.826, -1.080], [-0.214, 0.835, 0.833], [-0.273, -0.170, 0.174], [0.869, -2.019, -0.872], [0.455, 0.986, 0.385], [-1.279, 0.680, 0.650]],
  "smiles": "CNC[C@H](N)CSS.O.O.O.O.O",
  "charge": 0
}

Entry 3:
{
  "formula": "C4H22N2O7",
  "method": "the ωB97M-V functional and the def2-TZVPD basis",
  "elements": ["O", "C", "O", "C", "C", "C", "N", "N", "H", "H", "H", "H", "H", "H", "H", "H", "H", "H", "H", "H", "H", "H", "O", "H", "H", "O", "H", "H", "O", "H", "H", "O", "H", "H", "O"],
  "xyz": [[1.696, -0.293, -1.233], [0.921, 0.537, -0.766], [0.358, 1.593, -1.312], [0.446, 0.324, 0.596], [-0.988, 0.101, 0.982], [-1.915, 1.245, 0.808], [-2.284, 1.354, -0.656], [1.338, -0.819, 1.206], [0.447, 1.717, -2.365], [0.684, 1.310, 1.173], [-1.141, -0.227, 2.143], [-1.255, -0.868, 0.524], [-1.566, 2.304, 1.179], [-2.809, 0.924, 1.538], [-3.087, 1.945, -0.786], [-1.504, 1.547, -1.275], [-2.584, 0.295, -1.056], [1.098, -1.028, 2.176], [1.050, -1.719, 0.742], [2.412, -0.449, 1.202], [-2.538, -1.460, -2.483], [-3.375, -0.265, -3.125], [-2.692, -0.522, -2.480], [4.349, 0.174, 1.201], [3.851, -0.443, -0.176], [3.869, -0.539, 0.766], [1.286, 4.360, 2.014], [2.165, 3.281, 2.677], [1.514, 3.414, 2.030], [-1.845, -3.542, -2.684], [-0.588, -3.048, -2.224], [-1.377, -2.802, -2.510], [-0.131, -3.635, 2.502], [-1.498, -3.101, 2.500], [-0.566, -2.734, 2.368]],
  "forces_ev_per_angstrom": [[-1.080, 2.109, -0.310], [1.190, -3.040, -1.474], [-0.060, 1.146, -3.764], [1.647, 1.383, 4.953], [0.033, -2.393, 2.496], [-1.756, 1.257, 1.388], [-1.585, -3.545, 0.669], [-1.022, 1.225, -0.227], [0.482, -0.716, 3.203], [0.317, -1.510, -0.789], [1.204, 1.003, -2.576], [-0.858, 0.579, -0.269], [-0.280, -2.235, -0.648], [1.280, 1.222, -2.385], [-0.252, 0.550, -0.347], [0.117, 0.684, 0.304], [0.344, 2.522, 0.231], [-0.373, 0.484, 0.149], [1.206, 1.069, 0.092], [-1.051, -1.821, -0.931], [0.394, -1.044, -0.335], [0.321, -0.464, 0.296], [-0.657, 1.721, 0.217], [0.504, 0.047, -0.464], [0.360, 0.374, -0.964], [-0.442, 0.008, 1.562], [0.323, -0.523, 0.170], [1.384, 0.081, 1.487], [-1.762, 0.304, -1.687], [-2.347, -3.913, -0.999], [5.552, -1.630, 1.862], [-3.238, 5.129, -0.879], [-0.087, 1.755, -0.203], [1.327, 1.301, -0.253], [-1.135, -3.118, 0.424]],
  "charge": 2
}

Entry 4:
{
  "formula": "C4H22NO6",
  "method": "the ωB97M-V functional and the def2-TZVPD basis",
  "elements": ["C", "C", "C", "C", "O", "N", "H", "H", "H", "H", "H", "H", "H", "H", "H", "H", "H", "H", "H", "H", "O", "H", "H", "O", "H", "H", "O", "H", "H", "O", "H", "H", "O"],
  "xyz": [[1.848, -0.476, 1.269], [0.342, -0.623, 0.920], [0.320, -1.852, -0.016], [-1.142, -2.412, -0.195], [-2.110, -1.488, 0.412], [-0.098, 0.456, -0.028], [1.926, 0.275, 2.059], [2.319, 0.134, 0.474], [2.412, -1.379, 1.405], [-0.240, -0.813, 1.808], [0.663, -1.654, -1.025], [0.921, -2.675, 0.352], [-1.389, -2.379, -1.253], [-1.355, -3.311, 0.365], [-2.426, -1.927, 1.202], [-0.902, 0.188, -0.599], [-0.475, 1.218, 0.545], [0.726, 0.767, -0.529], [2.463, 3.105, -1.427], [2.713, 2.550, -0.020], [2.079, 2.555, -0.746], [2.842, -2.774, -0.822], [1.955, -3.483, -1.909], [2.410, -2.680, -1.673], [-0.802, 3.628, -1.142], [0.390, 3.027, -0.304], [-0.577, 3.137, -0.348], [-1.831, 2.790, 1.822], [-2.236, 1.585, 2.776], [-1.708, 1.859, 2.026], [-3.476, 0.812, -2.392], [-2.946, 0.998, -1.055], [-2.616, 0.840, -1.953]],
  "forces_ev_per_angstrom": [[-0.861, 3.230, -0.530], [2.467, -2.794, -2.255], [-2.266, -1.196, 0.462], [-0.418, 1.917, 0.872], [0.318, -0.020, -0.343], [-0.629, 0.269, 2.585], [0.302, -0.665, 0.727], [0.074, -0.837, -0.211], [-0.081, -0.289, 0.395], [-0.575, 0.749, -0.135], [0.407, 0.530, 0.301], [0.177, 0.096, 0.275], [-0.134, -0.825, 0.032], [0.562, -0.830, -0.743], [-0.251, 0.197, 0.100], [0.230, -0.200, -0.358], [-0.068, 0.506, -0.133], [-0.153, 0.236, -0.610], [0.193, 0.211, -0.349], [0.113, 0.111, -0.070], [-0.035, -0.445, 0.520], [0.017, -0.472, -0.061], [0.085, -0.570, 0.153], [0.529, 0.739, -0.566], [0.174, 0.021, -0.051], [-0.247, 0.535, -0.487], [-0.175, -0.137, 0.496], [-0.208, 0.044, 0.221], [-0.206, 0.349, 0.154], [0.570, -0.438, -0.557], [0.291, -0.183, -0.601], [0.429, 0.025, 0.125], [-0.631, 0.137, 0.644]],
  "charge": 1
}

no.,highest occupied orbital energy (Ha),E (Eh)
1,-0.3385,-671.13659
2,-0.3245,-1447.67133
3,-0.6394,-801.19285
4,-0.4989,-671.54327